{"formula": "C11H9NO3", "method": "ωB97M-V with the def2-TZVPD basis set", "relative_energy_kj_mol": 118.48, "total_charge": 0, "lumo_ev": -0.01, "fmax_ev_per_a": 4.707, "e_homo_ev": -8.44, "homo_lumo_gap_ev": 8.438, "elements": ["C", "C", "C", "C", "C", "C", "C", "C", "C", "C", "C", "N", "O", "O", "O", "H", "H", "H", "H", "H", "H", "H", "H", "H"], "positions_angstrom": [[-2.85851, 0.50763, -0.09237], [-2.96460, -0.82526, -0.47637], [-1.64192, 0.89888, 0.39789], [-1.95412, -1.75529, -0.44727], [-0.63478, -0.02248, 0.48195], [-0.78919, -1.37551, 0.14373], [1.37963, -1.27059, 0.74540], [2.83669, 1.64311, -0.02913], [1.18805, 0.96230, -1.59646], [1.75280, 0.95529, -0.28045], [0.77761, 0.19759, 0.91277], [0.38507, -2.06760, 0.18223], [2.53509, -1.64275, 0.90054], [0.26499, 0.33130, -2.02954], [1.13685, 0.76918, 2.15084], [-3.62838, 1.23219, -0.35925], [-3.95272, -1.14032, -1.12449], [-1.49687, 1.86459, 0.87744], [-2.25068, -2.72564, -0.88595], [3.17915, 1.63437, 1.01848], [3.62782, 1.89088, -0.86431], [1.97259, 1.44322, -2.22634], [0.42220, -3.10708, 0.18066], [0.71322, 1.60201, 2.42002]], "lowdin_charge": [-0.09, -0.10, -0.04, -0.04, -0.14, -0.24, -0.33, 0.09, -0.25, -0.17, -0.24, 0.17, 0.09, 0.10, 0.02, 0.11, 0.16, 0.12, 0.12, 0.09, 0.13, 0.12, 0.19, 0.12]}

=====

{"formula": "C7H9F", "method": "ωB97M-V with the def2-TZVPD basis set", "relative_energy_kj_mol": 270.57, "total_charge": 0, "lumo_ev": 0.94, "fmax_ev_per_a": 4.042, "e_homo_ev": -9.14, "homo_lumo_gap_ev": 10.079, "elements": ["C", "C", "C", "C", "C", "C", "C", "H", "H", "H", "H", "H", "H", "H", "H", "H", "F"], "positions_angstrom": [[0.13465, -1.14186, 1.49307], [-0.37667, -0.91297, 0.04842], [-1.72368, -0.51120, -0.00862], [-2.77600, 0.04929, -0.06812], [0.45677, 0.17904, -0.68321], [0.56556, 1.55269, -0.07224], [1.41147, -0.03165, -1.65952], [0.04249, -0.24796, 2.15593], [-0.57568, -1.97377, 1.85517], [1.08675, -1.59921, 1.48441], [-0.11681, -1.88047, -0.51017], [-3.63343, 0.73053, 0.02575], [1.53643, 2.15626, -0.49408], [-0.35751, 2.20542, -0.42206], [0.54156, 1.49029, 1.13836], [1.54748, -1.00062, -2.17516], [2.23662, 0.93619, -2.10793]], "lowdin_charge": [-0.06, -0.37, -0.15, 0.13, -0.26, -0.08, -0.11, 0.08, 0.11, 0.06, 0.16, 0.05, 0.12, 0.10, 0.11, 0.12, -0.01]}

=====

{"formula": "C8H12F12NaO6P2", "method": "ωB97M-V with the def2-TZVPD basis set", "relative_energy_kj_mol": 0.00, "total_charge": -1, "lumo_ev": 1.88, "fmax_ev_per_a": 3.316, "e_homo_ev": -8.88, "homo_lumo_gap_ev": 10.759, "elements": ["Na", "P", "F", "F", "F", "F", "F", "F", "P", "F", "F", "F", "F", "F", "F", "C", "C", "C", "O", "C", "O", "O", "H", "H", "H", "H", "H", "H", "C", "C", "C", "O", "C", "O", "O", "H", "H", "H", "H", "H", "H"], "positions_angstrom": [[-8.62864, -19.06557, 15.02350], [-8.46384, -22.03659, 15.93096], [-9.61857, -22.56901, 16.91600], [-9.50130, -21.23507, 15.03677], [-8.22184, -20.72281, 16.80975], [-7.21296, -21.52981, 14.97960], [-7.34214, -22.88940, 16.76120], [-8.69365, -23.33311, 14.95221], [-8.64390, -16.41248, 16.78730], [-7.92440, -16.67353, 15.29664], [-9.98571, -17.02290, 16.12935], [-8.15978, -17.93376, 17.17597], [-9.34635, -16.23239, 18.19960], [-7.23358, -15.89822, 17.39742], [-9.06676, -14.93015, 16.32880], [-14.94675, -16.28828, 14.23726], [-14.25585, -17.64505, 14.28526], [-14.36745, -18.56298, 13.06248], [-13.05688, -19.15090, 13.01695], [-12.22875, -18.54788, 13.86264], [-11.11961, -18.89802, 14.07209], [-12.85804, -17.46909, 14.43703], [-16.01630, -16.51429, 14.16656], [-14.61893, -15.61007, 13.45780], [-14.81531, -15.86279, 15.23160], [-14.66399, -18.23566, 15.11786], [-14.51862, -18.00409, 12.13370], [-15.09124, -19.36819, 13.14656], [-11.95677, -16.47282, 10.64120], [-10.53106, -16.88585, 10.45648], [-9.47681, -15.78868, 10.61605], [-8.49773, -16.35957, 11.45439], [-8.94434, -17.51620, 11.98899], [-8.29748, -18.15366, 12.76438], [-10.17951, -17.78410, 11.54777], [-12.67074, -17.29411, 10.59532], [-12.21695, -15.74523, 9.86919], [-12.08332, -16.05387, 11.64310], [-10.34739, -17.50305, 9.57230], [-9.96202, -14.94381, 11.12474], [-9.03856, -15.34415, 9.72591]], "lowdin_charge": [0.46, 0.15, -0.15, -0.14, -0.14, -0.18, -0.18, -0.18, 0.17, -0.20, -0.15, -0.17, -0.13, -0.16, -0.15, -0.02, -0.34, -0.07, 0.07, -0.54, 0.19, 0.09, 0.09, 0.08, 0.09, 0.16, 0.12, 0.13, -0.02, -0.29, -0.10, 0.09, -0.53, 0.17, 0.08, 0.08, 0.09, 0.10, 0.16, 0.13, 0.13]}

=====

{"formula": "C31H50ClN4O8SSi", "method": "ωB97M-V with the def2-TZVPD basis set", "relative_energy_kj_mol": 0.00, "total_charge": -1, "lumo_ev": 1.75, "fmax_ev_per_a": 1.560, "e_homo_ev": -5.08, "homo_lumo_gap_ev": 6.825, "elements": ["C", "C", "C", "C", "C", "C", "Cl", "C", "O", "C", "C", "C", "C", "O", "Si", "C", "C", "C", "C", "N", "C", "C", "C", "C", "O", "O", "C", "S", "C", "C", "O", "H", "H", "H", "H", "H", "H", "H", "H", "H", "H", "H", "H", "H", "H", "H", "H", "H", "H", "H", "H", "H", "H", "H", "H", "H", "H", "H", "H", "H", "C", "O", "N", "C", "C", "H", "H", "H", "H", "H", "H", "H", "C", "O", "N", "C", "C", "H", "H", "H", "H", "H", "H", "H", "C", "O", "N", "C", "C", "H", "H", "H", "H", "H", "H", "H"], "positions_angstrom": [[1.91484, -2.43625, 1.78440], [3.12411, -3.03242, 1.01580], [2.60152, -3.84422, -0.19985], [2.86923, -3.14791, -1.55219], [1.92571, -1.98403, -1.78651], [0.62571, -2.10591, -1.96711], [-0.21036, -3.64663, -2.00863], [-0.25868, -0.88951, -2.15548], [-1.18400, -0.91295, -2.94225], [0.16148, 0.29374, -1.32349], [-0.73258, 1.16896, -0.74468], [-2.22935, 1.00321, -0.88141], [-2.90762, 2.21882, -1.54520], [-4.07590, 1.90463, -2.30365], [-5.33622, 1.19750, -1.44935], [-5.13168, -0.68103, -1.24757], [-6.94070, 1.43273, -2.42698], [-5.52108, 1.91949, 0.28241], [-0.22760, 2.21123, 0.01115], [-1.07881, 3.16079, 0.66162], [-1.14348, 2.92468, 2.14082], [-1.45902, 1.47758, 2.50917], [1.12882, 2.37830, 0.16550], [1.68467, 3.52603, 1.02721], [1.65953, 4.70154, 0.60780], [2.12489, 3.13874, 2.12701], [2.05170, 1.50421, -0.41553], [3.79717, 1.80670, -0.16488], [1.53999, 0.45581, -1.15257], [2.47117, -0.56901, -1.78252], [3.54878, -0.30917, -2.26940], [1.17353, -2.12389, 1.03858], [1.42811, -3.21496, 2.38179], [2.18502, -1.58804, 2.41914], [3.81929, -2.24053, 0.71827], [3.60838, -3.76328, 1.67418], [1.53802, -4.02728, -0.02352], [3.05461, -4.84481, -0.24945], [3.89791, -2.77211, -1.50585], [2.81894, -3.83487, -2.40421], [-2.62833, 0.89288, 0.13433], [-2.45567, 0.06950, -1.39490], [-2.19141, 2.66037, -2.24774], [-3.07202, 2.97413, -0.77267], [-4.89107, -1.14831, -2.20667], [-4.37901, -0.91431, -0.48813], [-6.08633, -1.05525, -0.85509], [-6.77726, 1.36340, -3.50581], [-7.49120, 2.32575, -2.12059], [-7.57815, 0.57591, -2.16129], [-4.56962, 2.21469, 0.73926], [-5.97365, 1.17525, 0.95102], [-6.17191, 2.80230, 0.29985], [-0.64560, 4.07950, 0.58921], [-1.96169, 3.53886, 2.53500], [-0.22595, 3.29962, 2.60971], [-0.66223, 0.77432, 2.25488], [-2.42662, 1.21443, 2.07174], [-1.59983, 1.42779, 3.59620], [4.14918, 1.00748, 0.86475], [-1.98705, 3.47743, 6.19748], [-2.43469, 3.85408, 5.13425], [-0.77913, 3.82148, 6.68430], [-0.29573, 3.34035, 7.96018], [0.06624, 4.70711, 5.89314], [-2.54948, 2.80061, 6.86562], [-0.09649, 4.18762, 8.62106], [0.62848, 2.77706, 7.81346], [-1.03482, 2.69229, 8.42843], [-0.45187, 5.65221, 5.72571], [0.27224, 4.25156, 4.92385], [1.00266, 4.89084, 6.41396], [4.39224, -7.40706, 0.59000], [3.78712, -6.35823, 0.69643], [5.70232, -7.50872, 0.29472], [6.37206, -8.78780, 0.17992], [6.46453, -6.28763, 0.08500], [3.90029, -8.38452, 0.73041], [7.18258, -8.84465, 0.90987], [6.78762, -8.89586, -0.82434], [5.67320, -9.60165, 0.36305], [6.42237, -5.67092, 0.98352], [6.03010, -5.72175, -0.73994], [7.49968, -6.52940, -0.14363], [-2.23147, 3.09464, -5.27870], [-2.74945, 4.06563, -5.80160], [-1.21858, 2.38623, -5.81483], [-0.63135, 1.23118, -5.15569], [-0.69746, 2.79675, -7.10474], [-2.56453, 2.70826, -4.30486], [0.43293, 1.41405, -4.98623], [-0.74901, 0.35404, -5.79607], [-1.11220, 1.03898, -4.20072], [-0.32704, 3.82128, -7.04182], [-1.49475, 2.76572, -7.84976], [0.11079, 2.13465, -7.40708]], "lowdin_charge": [-0.10, -0.22, -0.22, -0.14, -0.16, -0.50, 0.73, -0.32, 0.07, -0.05, -0.09, -0.11, -0.24, -0.22, 0.45, -0.17, -0.16, -0.15, -0.18, 0.03, -0.22, -0.07, -0.07, -0.76, -0.03, -0.06, -0.42, 0.86, -0.10, -0.29, 0.08, 0.06, 0.07, 0.07, 0.10, 0.09, 0.07, 0.07, 0.11, 0.11, 0.09, 0.09, 0.11, 0.10, 0.04, 0.02, 0.03, 0.03, 0.02, 0.02, 0.02, 0.04, 0.03, 0.11, 0.10, 0.09, 0.08, 0.06, 0.06, -0.12, -0.36, 0.01, -0.20, -0.07, -0.02, 0.13, 0.09, 0.09, 0.08, 0.09, 0.09, 0.09, -0.33, 0.01, -0.20, -0.06, -0.03, 0.13, 0.09, 0.09, 0.08, 0.10, 0.09, 0.08, -0.34, 0.00, -0.19, -0.05, -0.05, 0.11, 0.10, 0.09, 0.06, 0.09, 0.09, 0.08]}